# 1
The following is a DFT calculation (ωB97M-V/def2-TZVPD) of a cluster of 7 separate species, C22H52ClN6O8PS in total at a distorted geometry.

Geometry as XYZ:
```
91
Properties=species:S:1:pos:R:3:lowdin_charge:R:1
C -1.930 -2.358 1.286 -0.112
C -1.696 -3.331 0.133 -0.770
Cl -3.071 -4.502 0.041 0.621
C -1.636 -2.617 -1.201 -0.493
P -0.065 -1.744 -1.600 0.871
S 1.381 -3.217 -1.006 0.379
C 2.889 -2.910 -1.905 -0.172
O 1.665 -3.095 0.399 -0.379
O 0.873 -4.479 -1.460 -0.368
H -2.965 -2.360 1.597 0.065
H -1.339 -2.645 2.148 0.075
H -1.606 -1.364 1.000 0.043
H -0.820 -3.925 0.330 0.055
H -2.396 -1.842 -1.241 0.085
H -1.790 -3.309 -2.018 0.057
H 0.000 -0.781 -0.574 -0.083
H 3.677 -3.041 -1.175 0.061
H 2.958 -3.687 -2.651 0.060
H 2.929 -1.916 -2.328 0.052
C 0.886 4.252 0.210 -0.064
N -0.041 3.132 0.225 0.020
C 0.134 1.907 0.773 -0.535
C 1.443 1.626 1.465 0.003
O -0.754 1.063 0.699 -0.029
H 0.428 5.111 0.702 0.084
H 1.111 4.520 -0.823 0.081
H 1.814 4.005 0.716 0.062
H -0.936 3.248 -0.224 0.141
H 1.420 0.609 1.846 0.077
H 2.279 1.726 0.771 0.071
H 1.586 2.314 2.299 0.090
C -3.305 1.410 2.549 -0.069
N -3.909 2.691 2.214 0.011
C -5.223 3.031 2.184 -0.559
C -6.223 1.958 2.544 -0.011
O -5.567 4.161 1.875 0.019
H -2.637 1.538 3.404 0.079
H -2.723 1.055 1.701 0.050
H -4.060 0.675 2.805 0.076
H -3.298 3.451 1.963 0.130
H -7.220 2.381 2.473 0.080
H -6.149 1.113 1.858 0.085
H -6.061 1.604 3.562 0.083
C 4.562 4.390 -3.182 -0.065
N 4.255 3.658 -1.963 0.021
C 4.679 3.900 -0.701 -0.554
C 5.592 5.083 -0.486 -0.009
O 4.328 3.177 0.224 0.008
H 3.638 4.767 -3.624 0.086
H 5.038 3.714 -3.890 0.053
H 5.221 5.227 -2.977 0.072
H 3.653 2.853 -2.039 0.141
H 5.839 5.137 0.569 0.081
H 6.513 4.969 -1.058 0.084
H 5.100 6.010 -0.782 0.084
C -5.936 -6.524 1.269 -0.090
N -6.517 -5.242 0.913 0.006
C -7.827 -4.891 0.872 -0.558
C -8.840 -5.951 1.241 -0.016
O -8.164 -3.764 0.550 0.027
H -5.269 -6.400 2.124 0.082
H -5.353 -6.910 0.431 0.076
H -6.707 -7.242 1.523 0.069
H -5.888 -4.495 0.658 0.097
H -9.832 -5.519 1.160 0.079
H -8.771 -6.805 0.565 0.081
H -8.687 -6.294 2.265 0.082
C 7.687 1.735 -7.835 -0.073
N 6.918 1.823 -6.606 0.009
C 5.574 1.931 -6.462 -0.544
C 4.738 1.965 -7.718 -0.008
O 5.071 1.996 -5.349 0.013
H 8.251 0.802 -7.859 0.084
H 8.390 2.566 -7.899 0.084
H 7.033 1.767 -8.699 0.071
H 7.417 1.803 -5.730 0.140
H 3.695 2.052 -7.434 0.083
H 5.007 2.821 -8.338 0.086
H 4.870 1.050 -8.296 0.086
C 1.353 0.280 5.233 -0.076
N 0.070 -0.271 4.836 0.013
C -0.578 -1.357 5.335 -0.553
C 0.097 -2.118 6.452 -0.010
O -1.659 -1.690 4.883 0.030
H 1.221 1.311 5.567 0.084
H 2.032 0.270 4.379 0.074
H 1.798 -0.292 6.039 0.071
H -0.432 0.184 4.089 0.123
H -0.542 -2.948 6.734 0.081
H 1.061 -2.509 6.126 0.084
H 0.247 -1.477 7.322 0.083
```

Electronic energy = -2999.70873 a.u.
Total charge = 0
SMILES string = C[C@@H](Cl)CPS(C)(=O)=O.CNC(C)=O.CNC(C)=O.CNC(C)=O.CNC(C)=O.CNC(C)=O.CNC(C)=O
Orbital gap = 9.197 eV



# 2
The following is a DFT calculation (ωB97M-V/def2-TZVPD) of the molecule C4H5ClN2O at a distorted geometry.

Geometry as XYZ:
```
13
Properties=species:S:1:pos:R:3:mulliken_spin:R:1
C 0.971 0.630 0.691 0.368
C 0.480 1.298 -0.340 -0.078
C -0.212 -1.457 0.138 0.010
C 0.026 -0.436 1.263 0.041
N -0.763 1.052 -0.820 0.620
N -0.754 -1.073 -0.914 0.471
O -1.306 -1.372 -1.902 0.473
Cl -1.210 1.412 -2.428 0.066
H 1.949 1.036 0.938 0.003
H 1.237 2.101 -0.684 0.010
H 0.074 -2.403 0.447 0.008
H 0.374 -1.016 2.079 -0.011
H -0.867 0.227 1.532 0.018
```

Relative energy (zero: lowest compared OMol25 entry of this formula, charge and spin) = 99.77 kcal/mol
Electronic energy = -800.09270 a.u.
Total charge = 0
Spin multiplicity = 3
Orbital gap (spin up / spin down) = 8.128 / 7.262 eV



# 3
The following is a DFT calculation (ωB97M-V/def2-TZVPD) of a structure of composition C6H5O9Zr.

Geometry as XYZ:
```
21
Properties=species:S:1:pos:R:3:nbo_charge:R:1
Zr 1.435 0.150 0.000 2.513
O -0.777 -3.192 -1.427 -0.585
C -0.298 -2.126 -0.874 0.841
O 0.900 -1.848 -0.833 -0.673
C -1.359 -1.230 -0.279 -0.184
O -0.760 -0.065 0.306 -0.562
C -1.048 0.167 1.733 -0.201
C 0.172 -0.200 2.595 0.749
O 0.156 -0.053 3.771 -0.484
O 1.186 -0.627 1.837 -0.821
H -0.076 -3.743 -1.817 0.536
H -1.920 -1.792 0.468 0.255
H -2.042 -0.925 -1.075 0.270
H -1.912 -0.416 2.042 0.240
H -1.267 1.228 1.836 0.260
O 1.503 4.103 -0.700 -0.411
C 1.382 2.938 -0.778 0.660
O 1.485 2.063 0.295 -0.804
C 1.131 2.133 -2.101 0.664
O 1.077 2.633 -3.166 -0.434
O 1.033 0.803 -1.835 -0.831
```

Electronic energy = -955.75209 a.u.
Total charge = +1
Orbital gap = 8.563 eV



# 4
The following is a DFT calculation (ωB97M-V/def2-TZVPD) of a cluster of 2 separate species, C5H7NO2S2 in total at a distorted geometry.

Geometry as XYZ:
```
17
Properties=species:S:1:pos:R:3:nbo_charge:R:1
C 0.287 0.633 -0.150 -0.262
C 0.972 1.209 0.740 0.131
C 1.392 3.685 -0.288 -0.440
C -0.154 -1.364 1.289 -0.619
C -0.371 -0.807 -0.194 -0.410
N 1.510 1.486 1.958 0.379
O 0.633 1.843 2.846 -0.470
O 2.705 1.462 2.284 -0.424
S 0.215 3.541 -1.259 0.358
S 2.785 3.758 0.572 0.344
H -0.271 1.267 -0.933 0.201
H 0.820 -1.045 1.587 0.211
H -0.410 -2.451 1.317 0.217
H -0.797 -0.783 2.049 0.225
H -1.411 -0.562 -0.321 0.217
H 0.206 -1.340 -1.043 0.228
H 2.966 5.025 0.704 0.113
```

Relative energy (zero: lowest compared OMol25 entry of this formula, charge and spin) = 196.80 kcal/mol
Electronic energy = -1196.00576 a.u.
Total charge = 0
Orbital gap (spin up / spin down) = 6.004 / 7.012 eV



# 5
The following is a DFT calculation (ωB97M-V/def2-TZVPD) of the molecule C12H10Cl2N2O2S at a distorted geometry.

Geometry as XYZ:
```
29
Properties=species:S:1:pos:R:3:nbo_charge:R:1
O -0.112 2.357 -1.616 -0.935
S 0.402 1.222 -0.927 2.356
O 1.320 0.392 -1.545 -0.912
N 0.885 1.810 0.499 -0.828
C 1.297 0.773 1.510 -0.274
C 2.384 -0.104 1.070 -0.009
C 3.619 0.626 0.299 -0.167
C 4.572 -0.179 -0.212 -0.252
C 4.445 -1.619 -0.157 0.081
N 3.250 -1.941 0.340 -0.408
C 2.267 -1.265 0.724 -0.030
C -1.067 0.411 -0.398 -0.356
C -1.213 -1.017 -0.407 -0.224
C -2.315 -1.806 -0.164 -0.154
Cl -2.256 -3.344 -0.327 0.158
C -3.451 -1.073 0.715 -0.143
C -3.317 0.316 0.803 -0.330
C -2.287 0.995 0.475 0.102
Cl -2.164 2.806 0.291 -0.005
H 1.482 2.434 0.188 0.383
H 0.549 0.053 1.790 0.231
H 1.645 1.345 2.434 0.226
H 3.703 1.646 0.588 0.205
H 5.528 0.202 -0.635 0.210
H 5.162 -2.162 -0.526 0.185
H 1.510 -2.052 1.079 0.185
H -0.421 -1.556 -0.911 0.228
H -4.163 -1.935 0.901 0.248
H -4.048 0.724 1.228 0.229
```

Relative energy (zero: lowest compared OMol25 entry of this formula, charge and spin) = 204.70 kcal/mol
Electronic energy = -2041.51540 a.u.
Total charge = 0
SMILES string = O=S(=O)(NCc1cccnc1)c1cc(Cl)ccc1Cl
Orbital gap = 8.026 eV



# 6
The following is a DFT calculation (ωB97M-V/def2-TZVPD) of the ion C3H3OS with charge +1 at a distorted geometry.

Geometry as XYZ:
```
8
Properties=species:S:1:pos:R:3:nbo_charge:R:1
C -1.016 -0.229 -0.048 0.209
C 0.150 -1.165 0.045 -0.445
C 0.605 1.198 0.032 0.048
O -0.665 0.968 0.030 -0.288
S 1.592 -0.230 0.012 0.667
H -2.016 -0.424 -0.166 0.247
H 0.266 -2.248 0.172 0.300
H 1.085 2.130 -0.078 0.262
```

Relative energy (zero: lowest compared OMol25 entry of this formula, charge and spin) = 14.08 kcal/mol
Electronic energy = -589.19615 a.u.
Total charge = +1
Orbital gap = 9.577 eV